C70H55CrNO4P2SSi | wB97M-V/def2-TZVPD

Last column: Mulliken charge in e.
Element x y z (Å)
Cr (0.193, -0.938, -0.273)  -0.51
O (0.081, 1.049, -0.579)  0.52
S (0.263, 2.476, -0.172)  -0.19
C (0.572, 2.667, 1.600)  0.90
C (1.408, 3.729, 1.914)  -0.06
C (1.227, 4.557, 3.029)  -1.31
C (0.109, 4.374, 3.798)  -0.28
C (-0.453, 5.151, 4.961)  -0.94
C (-1.788, 4.437, 5.307)  -0.86
C (-1.825, 3.233, 4.400)  0.68
C (-2.719, 2.205, 4.285)  -1.45
C (-2.407, 1.142, 3.422)  -0.19
C (-1.287, 1.129, 2.601)  0.03
P (-0.668, -0.500, 2.004)  2.21
C (0.610, -0.844, 3.288)  -0.11
C (0.834, -0.059, 4.419)  -0.07
C (1.859, -0.378, 5.300)  -0.77
C (2.667, -1.478, 5.063)  -0.92
C (2.423, -2.287, 3.961)  -0.75
C (1.395, -1.979, 3.086)  0.40
C (-1.894, -1.718, 2.628)  0.13
C (-2.011, -1.973, 3.996)  0.04
C (-2.908, -2.921, 4.458)  -0.92
C (-3.715, -3.611, 3.564)  -0.82
C (-3.606, -3.360, 2.206)  -1.16
C (-2.692, -2.428, 1.738)  0.67
C (-0.483, 2.315, 2.518)  -1.87
C (-0.722, 3.271, 3.529)  1.09
C (1.720, 3.037, -1.064)  0.41
C (1.760, 4.416, -1.207)  0.07
C (2.524, 5.067, -2.183)  -1.48
C (3.130, 4.295, -3.138)  0.31
C (3.899, 4.666, -4.379)  -0.87
C (4.188, 3.316, -5.088)  -0.81
C (3.588, 2.271, -4.181)  0.18
C (3.498, 0.913, -4.294)  -1.30
C (3.027, 0.184, -3.188)  -0.16
C (2.614, 0.774, -2.006)  -0.12
P (2.564, -0.265, -0.495)  2.10
C (3.664, 0.779, 0.568)  0.81
C (3.413, 0.881, 1.924)  0.61
C (4.264, 1.584, 2.769)  -0.49
C (5.387, 2.201, 2.252)  -0.90
C (5.647, 2.123, 0.889)  -1.00
C (4.796, 1.421, 0.054)  -0.53
C (3.798, -1.596, -0.823)  1.09
C (5.003, -1.417, -1.504)  -0.25
C (5.891, -2.469, -1.654)  -0.98
C (5.592, -3.720, -1.131)  -0.84
C (4.398, -3.911, -0.457)  -0.85
C (3.514, -2.853, -0.296)  -0.49
C (2.436, 2.197, -1.974)  -1.82
C (3.031, 2.894, -3.049)  1.23
H (2.236, 3.935, 1.250)  0.78
H (1.931, 5.355, 3.231)  0.53
H (-0.612, 6.197, 4.695)  0.32
H (0.241, 5.133, 5.804)  0.29
H (-2.639, 5.089, 5.104)  0.28
H (-1.837, 4.148, 6.357)  0.31
H (-3.616, 2.169, 4.892)  0.52
H (-3.043, 0.267, 3.434)  0.87
H (0.221, 0.812, 4.607)  0.17
H (2.029, 0.242, 6.172)  0.47
H (3.475, -1.717, 5.743)  0.36
H (3.039, -3.160, 3.784)  0.52
H (1.172, -2.628, 2.248)  0.02
H (-1.401, -1.428, 4.705)  0.41
H (-2.975, -3.126, 5.520)  0.43
H (-4.430, -4.339, 3.926)  0.39
H (-4.228, -3.903, 1.505)  0.44
H (-2.570, -2.262, 0.678)  0.08
H (1.146, 5.010, -0.539)  0.63
H (2.567, 6.148, -2.210)  0.43
H (4.821, 5.187, -4.113)  0.34
H (3.321, 5.337, -5.016)  0.33
H (5.259, 3.147, -5.203)  0.27
H (3.744, 3.286, -6.084)  0.34
H (3.822, 0.392, -5.186)  0.53
H (3.026, -0.897, -3.237)  0.86
H (2.536, 0.409, 2.319)  -0.36
H (4.032, 1.650, 3.824)  0.59
H (6.060, 2.745, 2.904)  0.40
H (6.521, 2.611, 0.476)  0.45
H (5.011, 1.392, -1.006)  0.11
H (5.253, -0.462, -1.941)  0.24
H (6.822, -2.311, -2.185)  0.46
H (6.287, -4.541, -1.254)  0.40
H (4.153, -4.887, -0.056)  0.51
H (2.586, -3.003, 0.240)  0.21
O (-1.653, -1.101, -0.911)  0.74
Si (-2.943, -1.008, -1.826)  -1.59
C (-2.844, 0.214, -3.268)  0.63
C (-2.163, 1.423, -3.125)  -0.23
C (-2.272, 2.426, -4.077)  -0.75
C (-3.063, 2.237, -5.202)  -0.52
C (-3.721, 1.029, -5.380)  -0.78
C (-3.614, 0.032, -4.419)  -0.43
C (-4.418, -0.326, -0.841)  0.64
C (-5.721, -0.387, -1.338)  -0.30
C (-6.771, 0.224, -0.668)  -0.87
C (-6.539, 0.911, 0.515)  -0.69
C (-5.250, 0.979, 1.026)  -0.49
C (-4.206, 0.371, 0.346)  0.29
C (-3.413, -2.716, -2.502)  1.06
C (-4.319, -3.539, -1.833)  -0.29
C (-4.662, -4.790, -2.328)  -0.80
C (-4.108, -5.238, -3.519)  -0.64
C (-3.211, -4.431, -4.206)  -0.44
C (-2.860, -3.189, -3.695)  -0.17
H (-1.542, 1.575, -2.249)  0.17
H (-1.751, 3.366, -3.937)  0.46
H (-3.175, 3.030, -5.931)  0.37
H (-4.331, 0.867, -6.261)  0.39
H (-4.140, -0.906, -4.564)  0.30
H (-5.923, -0.912, -2.266)  0.41
H (-7.774, 0.167, -1.075)  0.40
H (-7.359, 1.395, 1.031)  0.39
H (-5.068, 1.509, 1.954)  0.40
H (-3.193, 0.446, 0.723)  -0.39
H (-4.780, -3.184, -0.916)  0.42
H (-5.373, -5.412, -1.797)  0.43
H (-4.381, -6.207, -3.919)  0.38
H (-2.794, -4.767, -5.148)  0.43
H (-2.153, -2.567, -4.234)  0.38
O (0.702, -2.146, -2.309)  -0.62
C (0.371, -3.116, -1.620)  -0.25
C (0.041, -4.518, -2.080)  -0.37
C (-0.338, -5.220, -0.778)  -0.85
C (-0.112, -4.165, 0.305)  -0.04
O (-0.234, -4.356, 1.498)  -0.67
N (0.281, -2.985, -0.279)  1.28
H (0.898, -4.968, -2.581)  0.47
H (-0.777, -4.471, -2.796)  -0.16
H (0.268, -6.098, -0.556)  0.33
H (-1.386, -5.522, -0.749)  0.23

Values from the calculation:
- energy relative to the best compared isomer or geometry (same formula, charge and spin) (kJ/mol) = 102.5
- electronic energy (eV) = -148879.555
- M (g mol⁻¹) = 1148.3
- spin multiplicity = 5
- expectation value of S² = 6.013